Computed, not measured: a cluster of 8 separate species, C40H84BF2N11O4S2 in total in a non-equilibrium geometry, with ωB97M-V/def2-TZVPD.

Output
E = -3497.056479 Ha
E_HOMO = -12.242 eV
Charge = +4
Energy relative to the best compared isomer or geometry (same formula, charge and spin) = 1.2371 eV
Gap between HOMO and LUMO = 4.93 eV

Positions of all 144 atoms, in Å:
B (0.6769, -0.1565, -0.7135)
H (-0.3525, -0.4603, -0.6031)
H (0.6753, 0.5161, -1.5571)
H (0.9912, 0.2790, 0.2224)
H (1.2699, -1.0409, -0.8882)
C (3.8282, -1.7819, -6.3455)
C (2.4389, -1.4438, -5.7149)
N (1.1991, -1.6728, -6.5046)
C (1.1249, -1.6319, -7.8478)
C (-0.2272, -1.9564, -8.3018)
N (-1.0413, -2.2403, -7.1757)
C (-0.0978, -1.9837, -6.1120)
C (-2.4546, -2.4930, -7.1475)
H (4.5890, -1.3442, -5.6992)
H (4.0521, -1.4272, -7.3516)
H (3.9250, -2.8653, -6.2753)
H (2.5023, -0.4226, -5.3391)
H (2.3535, -2.1092, -4.8557)
H (2.0834, -1.4250, -8.3004)
H (-0.7343, -2.0103, -9.2538)
H (-0.3389, -1.8894, -5.0635)
H (-2.6239, -3.5679, -7.0828)
H (-2.9007, -2.2529, -8.1126)
H (-2.9257, -1.8938, -6.3684)
C (-8.3256, -0.7174, 5.1638)
C (-7.2023, -1.8488, 5.1975)
N (-6.4552, -1.8122, 3.9543)
C (-5.6639, -0.7541, 3.5078)
C (-4.8751, -1.1545, 2.5133)
N (-5.2165, -2.4726, 2.2206)
C (-6.2551, -2.8894, 3.0986)
C (-4.8613, -3.1997, 1.0541)
H (-7.7555, 0.2058, 5.0597)
H (-8.8835, -0.6928, 6.0998)
H (-9.1608, -0.6943, 4.4638)
H (-7.7723, -2.7554, 5.4005)
H (-6.4067, -1.5994, 5.8996)
H (-5.6559, 0.2348, 3.9418)
H (-4.1366, -0.7008, 1.8690)
H (-6.6376, -3.8976, 3.1590)
H (-3.7847, -3.0404, 0.9924)
H (-5.2822, -2.6550, 0.2090)
H (-5.0808, -4.2629, 0.9573)
C (5.2135, 4.2462, -2.7578)
C (5.0403, 3.9415, -1.2682)
N (4.4227, 5.0701, -0.5703)
C (3.0771, 5.0647, -0.3117)
C (2.7908, 6.3518, 0.1536)
N (4.0022, 6.9882, 0.4290)
C (5.0290, 6.1919, -0.1127)
C (4.1783, 8.3679, 0.9387)
H (5.5170, 3.3972, -3.3704)
H (5.9182, 5.0735, -2.8404)
H (4.2534, 4.5696, -3.1601)
H (5.8929, 3.6963, -0.6349)
H (4.3757, 3.0894, -1.1255)
H (2.4372, 4.2385, -0.5842)
H (1.8654, 6.8559, 0.3903)
H (6.0674, 6.4628, -0.2337)
H (5.2413, 8.6087, 0.9538)
H (3.7774, 8.3639, 1.9523)
H (3.7789, 9.1964, 0.3538)
C (-1.2518, 1.0385, 7.5560)
C (-0.9623, 0.5274, 6.1555)
N (-0.8952, -0.8582, 6.2209)
C (-1.4519, -1.7849, 7.0922)
C (-1.1995, -3.1040, 6.5744)
N (-0.6982, -2.8688, 5.2479)
C (-0.3918, -1.5697, 5.1371)
C (-0.1682, -3.9061, 4.3083)
H (-0.5411, 0.7163, 8.3171)
H (-2.2260, 0.8530, 8.0083)
H (-0.9463, 2.0768, 7.4264)
H (-0.0641, 0.8753, 5.6452)
H (-1.8015, 0.7371, 5.4923)
H (-1.9338, -1.4579, 8.0017)
H (-1.4733, -4.0555, 7.0057)
H (0.0209, -1.1323, 4.2401)
H (-0.9859, -4.4190, 3.8019)
H (0.3997, -4.6237, 4.9004)
H (0.5052, -3.4820, 3.5634)
C (8.0115, -6.4675, 2.7488)
C (7.4141, -5.1541, 2.3533)
C (8.2649, -4.0674, 3.1193)
N (7.9079, -2.5925, 2.7617)
C (8.3716, -2.4487, 1.2947)
C (6.3915, -2.1774, 2.9413)
C (6.3343, -0.8294, 3.5893)
C (7.7460, -0.2801, 3.5245)
C (8.6027, -1.5160, 3.6146)
H (9.0311, -6.6826, 2.4289)
H (7.3909, -7.2571, 2.3251)
H (8.0191, -6.5503, 3.8356)
H (6.3651, -5.2581, 2.6309)
H (7.5230, -5.1349, 1.2690)
H (9.2966, -4.1261, 2.7726)
H (8.1505, -4.2296, 4.1910)
H (8.3096, -1.3906, 1.0407)
H (7.7250, -2.9196, 0.5542)
H (9.4248, -2.6315, 1.0816)
H (5.7932, -2.1452, 2.0307)
H (5.9789, -3.0203, 3.4957)
H (5.6471, -0.1706, 3.0585)
H (6.0932, -0.9669, 4.6434)
H (7.9442, 0.3134, 2.6319)
H (7.9222, 0.2543, 4.4581)
H (9.6485, -1.3583, 3.3509)
H (8.5884, -1.9189, 4.6273)
C (-8.4018, 8.4566, -4.5086)
C (-7.2875, 7.7497, -3.7549)
C (-7.3803, 6.2975, -4.1400)
N (-6.7286, 5.2377, -3.2079)
C (-7.2826, 5.3229, -1.7561)
C (-5.1522, 5.2470, -3.3149)
C (-4.7701, 3.7501, -3.1393)
C (-5.9276, 2.9455, -3.7348)
C (-7.2148, 3.7870, -3.6731)
H (-8.3738, 9.5461, -4.4945)
H (-9.4414, 8.3550, -4.1971)
H (-8.4733, 8.1161, -5.5416)
H (-7.3521, 7.9194, -2.6801)
H (-6.2727, 8.0390, -4.0281)
H (-6.9723, 6.1477, -5.1396)
H (-8.4045, 5.9525, -3.9984)
H (-8.3325, 5.2173, -2.0294)
H (-6.9575, 6.2734, -1.3331)
H (-6.9421, 4.4507, -1.1980)
H (-4.8645, 5.8395, -2.4464)
H (-5.0394, 5.7326, -4.2842)
H (-4.6563, 3.3789, -2.1208)
H (-3.7741, 3.5355, -3.5265)
H (-6.1006, 2.0216, -3.1829)
H (-5.8155, 2.6073, -4.7649)
H (-8.0698, 3.4356, -3.0955)
H (-7.5088, 3.9766, -4.7054)
N (1.4797, -9.3497, -2.8510)
S (0.2184, -9.5958, -2.1498)
O (-0.8591, -8.6007, -2.3214)
O (0.2458, -10.1990, -0.7998)
F (-0.2238, -10.9263, -3.0129)
S (1.9969, -8.1031, -1.7818)
O (2.3823, -8.5062, -0.4564)
O (1.4038, -6.7685, -1.9970)
F (3.5419, -7.9188, -2.2733)

---

Computed, not measured: a structure of composition C45H73BClN8O2P2Pt, with ωB97M-V/def2-TZVPD.

Output
E = -3634.058601 Ha
Multiplicity = 3
E_HOMO (spin up / spin down) = -8.179 / -9.571 eV
Charge = +1
Energy relative to the best compared isomer or geometry (same formula, charge and spin) = 0.0000 eV
Gap between HOMO and LUMO (spin up / spin down) = 6.21 / 5.86 eV

Positions of all 133 atoms, in Å:
Pt (0.5130, -1.3898, 0.3364)
C (3.8104, -3.3313, 2.1476)
C (4.5417, -2.4206, 1.1480)
C (5.8478, -1.9121, 1.7556)
C (4.8608, -3.2419, -0.1049)
P (3.2538, -1.0887, 0.7440)
C (3.0158, -0.2641, 2.4189)
N (1.8991, -0.9123, 3.0647)
B (0.7461, -1.3802, 2.3486)
N (0.0810, -2.2759, 3.2475)
C (-0.9534, -3.2192, 2.9070)
P (-1.1321, -3.3022, 1.0453)
C (-0.8824, -5.1418, 0.7212)
C (-1.1319, -5.4110, -0.7665)
C (-1.7145, -6.1050, 1.5697)
C (0.6095, -5.3524, 1.0221)
C (-2.9106, -2.7569, 0.7730)
C (-3.9448, -3.7732, 1.2462)
C (-3.0676, -2.4792, -0.7283)
C (-3.0856, -1.4284, 1.5247)
C (0.7604, -2.2899, 4.4600)
C (0.5042, -2.9759, 5.6361)
C (1.3890, -2.8169, 6.6956)
C (2.5009, -1.9891, 6.5835)
C (2.7614, -1.2890, 5.4119)
C (1.8881, -1.4441, 4.3461)
C (3.9553, 0.3197, -0.2921)
C (5.1712, 1.0211, 0.3089)
C (4.2901, -0.2490, -1.6775)
C (2.8032, 1.3328, -0.4403)
H (4.3595, -4.2690, 2.2620)
H (3.7236, -2.8752, 3.1341)
H (2.8077, -3.5706, 1.7853)
H (6.3842, -2.7625, 2.1843)
H (6.4918, -1.4693, 0.9961)
H (5.6956, -1.1825, 2.5516)
H (5.4622, -4.1078, 0.1852)
H (3.9530, -3.6016, -0.5819)
H (5.4414, -2.6707, -0.8295)
H (3.9126, -0.3426, 3.0324)
H (2.8088, 0.7956, 2.2533)
H (-0.6715, -4.2047, 3.2840)
H (-1.9100, -2.9573, 3.3641)
H (-2.1952, -5.3875, -1.0108)
H (-0.6077, -4.6800, -1.3878)
H (-0.7555, -6.4039, -1.0238)
H (-2.7389, -6.1844, 1.2097)
H (-1.2622, -7.0972, 1.5021)
H (-1.7436, -5.8342, 2.6251)
H (1.2225, -4.7039, 0.4002)
H (0.8422, -5.1536, 2.0715)
H (0.8832, -6.3885, 0.8084)
H (-3.9563, -4.6572, 0.6085)
H (-3.7573, -4.0879, 2.2743)
H (-4.9410, -3.3250, 1.2092)
H (-2.9147, -3.3754, -1.3305)
H (-4.0747, -2.1066, -0.9323)
H (-2.3419, -1.7258, -1.0490)
H (-3.2453, -1.5734, 2.5927)
H (-2.2114, -0.7890, 1.3933)
H (-3.9622, -0.9041, 1.1351)
H (-0.3682, -3.6097, 5.7392)
H (1.2122, -3.3434, 7.6242)
H (3.1738, -1.8884, 7.4247)
H (3.6238, -0.6370, 5.3442)
H (6.0569, 0.3883, 0.2934)
H (5.3939, 1.9171, -0.2774)
H (4.9925, 1.3306, 1.3402)
H (5.2164, -0.8215, -1.6542)
H (3.4870, -0.9007, -2.0335)
H (4.4189, 0.5625, -2.3978)
H (2.7310, 1.9841, 0.4322)
H (2.9704, 1.9626, -1.3174)
H (1.8392, 0.8265, -0.5692)
C (-4.3961, 7.1411, -1.6228)
C (-4.5640, 5.9540, -0.6601)
C (-5.9184, 5.2933, -0.9470)
C (-4.5832, 6.5262, 0.7689)
C (-3.3618, 4.9444, -0.8133)
O (-2.1428, 5.5828, -0.4913)
C (-3.3407, 4.3720, -2.2553)
C (-2.0427, 3.7307, -2.7869)
C (-0.8546, 4.6478, -2.9457)
C (-0.8904, 5.7156, -3.8382)
C (0.2174, 6.5267, -4.0322)
C (1.3823, 6.2683, -3.3284)
Cl (2.7805, 7.2571, -3.5815)
C (1.4365, 5.2193, -2.4240)
C (0.3222, 4.4166, -2.2423)
C (-3.5308, 3.8585, 0.2786)
N (-2.4571, 2.8922, 0.4200)
C (-2.3627, 1.6503, -0.0757)
N (-1.2193, 1.1016, 0.2984)
C (-0.6492, 2.0752, 1.0588)
N (-1.3702, 3.1647, 1.1575)
H (-5.1700, 7.8770, -1.4057)
H (-4.5144, 6.8617, -2.6698)
H (-3.4341, 7.6424, -1.4958)
H (-6.7000, 6.0505, -0.8706)
H (-6.1538, 4.5123, -0.2228)
H (-5.9688, 4.8691, -1.9506)
H (-5.2015, 7.4233, 0.7992)
H (-3.5773, 6.7948, 1.0906)
H (-5.0084, 5.8214, 1.4847)
H (-1.9475, 6.2558, -1.1531)
H (-3.5775, 5.1846, -2.9413)
H (-4.1450, 3.6374, -2.3410)
H (-2.2981, 3.3383, -3.7786)
H (-1.7462, 2.8915, -2.1687)
H (-1.7944, 5.9209, -4.4017)
H (0.1797, 7.3487, -4.7342)
H (2.3441, 5.0382, -1.8637)
H (0.3713, 3.6078, -1.5222)
H (-4.4521, 3.3061, 0.1110)
H (-3.5757, 4.3736, 1.2338)
H (-3.1326, 1.1783, -0.6673)
H (0.3009, 1.9529, 1.5526)
C (2.2708, -4.1016, -4.1227)
N (1.4572, -2.9560, -3.7279)
C (0.9495, -2.1186, -4.6558)
C (0.2518, -1.0143, -4.3135)
C (0.0812, -0.7605, -2.9242)
N (0.5583, -1.5976, -2.0029)
C (1.2478, -2.7219, -2.3598)
O (1.6681, -3.5212, -1.5425)
N (-0.5612, 0.3244, -2.4881)
H (1.8679, -4.5478, -5.0292)
H (2.2621, -4.8251, -3.3148)
H (3.3018, -3.7937, -4.3028)
H (1.1307, -2.3831, -5.6889)
H (-0.1566, -0.3506, -5.0592)
H (-0.8347, 1.0524, -3.1242)
H (-0.5757, 0.4815, -1.4838)

---

Computed, not measured: a cluster of 13 separate species, C2H30NO12 in total in a non-equilibrium geometry, with ωB97M-V/def2-TZVPD.

Output
E = -1051.612436 Ha
E_HOMO = -13.786 eV
Charge = +1
Gap between HOMO and LUMO = 11.26 eV

Positions of all 45 atoms, in Å:
C (-0.9029, -0.2307, -3.7816)
C (-0.6788, -2.3310, -2.6227)
N (-0.5497, -1.0780, -2.6575)
H (-1.6797, -0.7187, -4.3610)
H (0.0036, 0.0983, -4.2811)
H (-1.3849, 0.6775, -3.4134)
H (-1.2244, -2.9277, -3.3449)
H (-0.4946, -3.0070, -1.8014)
H (-0.0813, -0.7262, -1.8199)
H (1.5734, 1.2480, -2.6098)
H (1.2074, 1.7170, -1.1908)
O (0.8251, 1.4009, -2.0231)
H (-3.9169, -2.7279, -1.4069)
H (-2.6739, -2.1892, -0.8400)
O (-2.9617, -2.8472, -1.4932)
H (1.5991, 3.0714, 0.9052)
H (2.9502, 3.5098, 0.4324)
O (2.0268, 3.5037, 0.1505)
H (-1.0776, 3.7053, 2.2959)
H (-0.7017, 3.1193, 0.9150)
O (-0.8857, 2.8767, 1.8483)
H (-2.7496, 0.5059, 4.0715)
H (-1.2899, 0.8792, 4.1878)
O (-1.8774, 0.2530, 3.7500)
H (2.3199, -3.0252, -2.4753)
H (2.3993, -2.0848, -1.2715)
O (1.8508, -2.3006, -2.0466)
H (2.3378, -1.9790, 1.0910)
H (1.9623, -0.6176, 0.7658)
O (1.8380, -1.5137, 0.4010)
H (0.3701, 3.9079, -1.1803)
H (-0.8155, 2.9353, -1.2704)
O (-0.3807, 3.5659, -0.6854)
H (0.6198, 1.5127, 2.2550)
H (1.8324, 0.6419, 2.7672)
O (1.5437, 1.2884, 2.0882)
H (-1.1105, -0.9210, 2.8165)
H (-1.3311, -2.4209, 2.7338)
O (-0.6827, -1.7505, 2.4914)
H (-0.8119, 0.3321, 0.2260)
H (-0.6723, -1.0788, 0.5704)
O (-1.0107, -0.5312, -0.1685)
H (1.0809, -1.4537, 2.7224)
H (1.7359, -1.2180, 4.1012)
O (1.8695, -1.0716, 3.1588)

---

Computed, not measured: an isolated molecule of C4H5IN2 in a non-equilibrium geometry, with ωB97M-V/def2-TZVPD.

Output
E = -562.511409 Ha
E_HOMO = -8.655 eV
Charge = 0
Structure (SMILES) = Cc1cncn1I
Energy relative to the best compared isomer or geometry (same formula, charge and spin) = 2.8295 eV
Gap between HOMO and LUMO = 8.16 eV

Positions of all 12 atoms, in Å:
C (0.6420, -1.3955, -0.0171)
C (-1.3890, -2.1575, -0.0600)
C (0.0442, -0.1831, -0.0604)
C (0.2324, 1.2599, -0.1228)
N (-0.1481, -2.5442, -0.1055)
N (-1.6571, -0.8436, 0.0295)
I (-3.3563, 0.2457, 0.0888)
H (1.6430, -1.5066, 0.2679)
H (-2.0516, -2.8807, 0.0264)
H (-0.8226, 1.5394, -0.0489)
H (0.6937, 1.5839, 0.8373)
H (0.7684, 1.7207, -1.1123)

---

Computed, not measured: a structure of composition C21H40AlNO4SSi in a non-equilibrium geometry, with ωB97M-V/def2-TZVPD.

Output
E = -2109.846466 Ha
E_HOMO = -15.253 eV
Charge = +2
Energy relative to the best compared isomer or geometry (same formula, charge and spin) = 0.4366 eV
Gap between HOMO and LUMO = 8.76 eV

Positions of all 69 atoms, in Å:
Al (-0.4775, 1.0925, -0.9106)
C (-1.1776, -0.4823, 2.8883)
C (-1.5710, 0.4720, 1.7814)
C (-1.6874, 1.9032, 2.2761)
C (-2.8442, 0.0222, 1.0945)
O (-0.4780, 0.5002, 0.7306)
Si (1.1563, -0.2686, 0.6185)
S (1.7188, 0.9071, -0.9880)
O (0.6336, -1.7601, 0.2893)
C (1.3999, -3.0184, 0.4589)
C (2.8525, -2.7378, 0.1131)
C (1.2355, -3.4640, 1.8984)
C (0.7667, -3.9895, -0.5181)
O (1.8280, -0.1511, 2.0571)
C (2.8458, 0.7105, 2.6988)
C (4.1146, 0.6359, 1.8714)
C (2.2910, 2.1204, 2.7710)
C (3.0359, 0.1061, 4.0768)
H (-2.0130, -0.5592, 3.5828)
H (-0.3096, -0.1355, 3.4369)
H (-0.9704, -1.4755, 2.5012)
H (-2.4292, 1.9667, 3.0692)
H (-2.0050, 2.5755, 1.4760)
H (-0.7369, 2.2490, 2.6699)
H (-3.6813, 0.1409, 1.7789)
H (-2.8004, -1.0260, 0.8104)
H (-3.0704, 0.6244, 0.2093)
H (3.2868, -2.0226, 0.8112)
H (2.9466, -2.3600, -0.9050)
H (3.4463, -3.6475, 0.1878)
H (1.6325, -2.7207, 2.5863)
H (1.7755, -4.3962, 2.0576)
H (0.1870, -3.6412, 2.1337)
H (0.8106, -3.6000, -1.5337)
H (-0.2702, -4.1841, -0.2486)
H (1.2989, -4.9383, -0.4959)
H (3.9675, 1.0312, 0.8685)
H (4.4711, -0.3895, 1.8044)
H (4.8944, 1.2296, 2.3467)
H (2.0032, 2.4791, 1.7825)
H (3.0496, 2.7977, 3.1606)
H (1.4339, 2.1601, 3.4384)
H (3.4171, -0.9095, 4.0048)
H (2.0996, 0.0945, 4.6312)
H (3.7545, 0.7002, 4.6386)
C (-1.6752, 4.3915, -3.0771)
C (-0.7048, 3.8712, -2.0950)
C (0.4825, 4.6649, -1.7206)
O (-0.9047, 2.7649, -1.5417)
H (-1.9505, 5.4103, -2.7949)
H (-2.5538, 3.7596, -3.1637)
H (-1.1576, 4.4874, -4.0359)
H (0.7100, 5.4348, -2.4527)
H (1.3383, 4.0161, -1.5328)
H (0.2250, 5.1581, -0.7760)
C (-3.5570, -2.4853, -4.9134)
C (-2.8142, -1.6323, -3.9467)
C (-2.4634, -2.0805, -2.6772)
C (-1.7716, -1.2574, -1.8175)
N (-1.4115, -0.0028, -2.1539)
C (-1.7341, 0.4381, -3.3916)
C (-2.4210, -0.3334, -4.2945)
H (-3.8488, -3.4341, -4.4727)
H (-2.9306, -2.6805, -5.7847)
H (-4.4498, -1.9668, -5.2614)
H (-2.7204, -3.0772, -2.3474)
H (-1.4575, -1.5975, -0.8424)
H (-1.4124, 1.4366, -3.6489)
H (-2.6483, 0.0732, -5.2688)

---

Computed, not measured: a cluster of 2 separate species, C11H11N in total in a non-equilibrium geometry, with ωB97M-V/def2-TZVPD.

Output
E = -480.411082 Ha
E_HOMO = -9.193 eV
Charge = 0
Structure (SMILES) = c1ccccc1.c1ccncc1
Energy relative to the best compared isomer or geometry (same formula, charge and spin) = 3.2273 eV
Gap between HOMO and LUMO = 10.06 eV

Positions of all 23 atoms, in Å:
C (0.8073, 1.2731, -2.5818)
C (0.6383, 0.4360, -1.4969)
C (0.8312, 0.8537, -0.1907)
C (1.1178, 2.2211, 0.0828)
C (1.1182, 3.1031, -0.9957)
C (0.9793, 2.6275, -2.2907)
C (-1.3633, -2.5735, 2.6141)
C (-1.7105, -2.9923, 1.3618)
C (-1.2696, -2.2280, 0.2686)
C (-0.5797, -1.0591, 0.5250)
C (-0.2548, -0.7168, 1.8212)
H (0.8085, 0.9533, -3.6004)
H (0.4675, -0.5931, -1.6338)
H (0.8231, 0.0560, 0.5385)
H (1.3255, 2.5210, 1.1203)
H (1.3134, 4.1407, -0.8609)
H (0.9395, 3.3427, -3.1349)
H (-1.6287, -3.2078, 3.4668)
H (-2.2931, -3.9263, 1.1884)
H (-1.4421, -2.5540, -0.7605)
H (-0.3210, -0.3574, -0.3078)
H (0.3423, 0.1481, 2.0066)
N (-0.6491, -1.4680, 2.8598)

---

Computed, not measured: the ion C2H2NO2S2 with charge -1 in a non-equilibrium geometry, with ωB97M-V/def2-TZVPD.

Output
E = -1079.003688 Ha
E_HOMO = -3.038 eV
Charge = -1
Energy relative to the best compared isomer or geometry (same formula, charge and spin) = 3.1310 eV
Gap between HOMO and LUMO = 6.56 eV

Positions of all 9 atoms, in Å:
C (-0.2956, -0.6913, 0.9673)
C (-0.8304, 1.2058, -0.3611)
N (-1.0805, 0.1652, 0.5894)
O (-0.1773, -1.8065, 1.4576)
O (1.9880, -1.9159, -0.3590)
S (0.5952, 0.2582, -1.3435)
S (1.5821, -0.6153, 0.1117)
H (-1.6780, 1.4167, -1.0033)
H (-0.1036, 1.9831, -0.0589)

---

Q: Number 7 is which compound?
A: C2H2NO2S2

---

Q: Which formula does entry 4 have?
A: C4H5IN2

---

Q: Which of these has the lowest E?
A: C45H73BClN8O2P2Pt